Run 1
Formula: CHBrINO2
Source: the OMol25 dataset
Level of theory: ωB97M-V/def2-TZVPD

Geometry (Å):
C  0.49282  0.11313  -0.52914
N  0.48217  -0.14688  0.84743
O  0.52841  0.80209  1.60503
O  0.44160  -1.32236  1.16130
Br  0.60358  1.84197  -1.07825
I  -3.04856  -0.58237  -0.77544
H  0.49998  -0.70558  -1.23094

Results
HOMO energy (spin up / spin down)	-10.48 / -9.92	eV
HOMO-LUMO gap (spin up / spin down)	8.00 / 6.43	eV

---

Run 2
Formula: CHBrINO2
Source: the OMol25 dataset
Level of theory: ωB97M-V/def2-TZVPD

Geometry (Å):
C  0.92040  0.81343  0.17665
N  -0.06852  -0.13247  -0.22860
O  -0.22063  -0.37338  -1.42076
O  -0.73094  -0.64120  0.72273
Br  1.58584  2.02532  -1.03123
I  -2.54298  -2.82775  0.64667
H  1.05683  1.13604  1.13453

Results
HOMO energy (spin up / spin down)	-9.62 / -9.27	eV
HOMO-LUMO gap (spin up / spin down)	6.81 / 7.05	eV

---

Relative energies with respect to the most stable structure, expressed in hartree: run 1 0.0000; run 2 0.0073.

---

Run 1
Formula: C7H15NO
Source: the OMol25 dataset
Level of theory: ωB97M-V/def2-TZVPD

Geometry (Å):
C  1.28625  -0.19387  -0.74046
C  0.64144  1.78441  0.58760
C  3.07396  1.27049  0.07856
C  -2.73577  -2.04944  -0.19056
C  -3.17431  0.42090  0.28676
C  1.61373  1.20427  -0.50282
C  -2.18848  -0.74831  0.49400
N  2.05341  -1.15670  -0.80280
O  -1.21204  -0.68587  1.15723
H  0.55824  1.15435  1.47421
H  -0.43542  1.82644  0.27211
H  0.92681  2.83461  0.80980
H  3.20838  0.77544  1.04611
H  3.20063  2.29440  -0.04047
H  3.66837  0.68918  -0.55083
H  -3.52573  -1.71011  -0.91114
H  -1.79687  -2.36129  -0.69148
H  -3.08241  -2.75775  0.61739
H  -4.17698  0.35842  0.74493
H  -2.64360  1.23299  0.91064
H  -3.16624  0.71702  -0.85968
H  1.49058  1.80971  -1.39099
H  1.91264  -2.16507  -0.87842
H  0.13720  -0.22360  -0.91924

Results
SMILES	[H]/N=C/C(C)C.CC(C)=O
HOMO energy	-8.81	eV
HOMO-LUMO gap	9.56	eV

---

Run 2
Formula: C7H15NO
Source: the OMol25 dataset
Level of theory: ωB97M-V/def2-TZVPD

Geometry (Å):
C  -0.99530  0.45687  -0.25585
C  0.54731  -0.69208  -0.61920
C  -0.85885  1.82603  -0.89561
C  -1.28647  0.51973  1.23105
C  -2.05278  -0.36591  -0.98199
C  1.44686  0.01887  0.15712
N  1.97459  -2.55038  0.97522
C  2.11306  1.08846  0.49883
O  2.47196  -1.59779  0.04383
H  2.65594  -2.56864  1.73348
H  2.04183  -3.45227  0.50266
H  0.65824  -0.60201  -1.69676
H  0.15615  -1.64292  -0.26402
H  -1.83189  2.33687  -0.91733
H  -0.51433  1.75533  -1.93123
H  -0.19828  2.49305  -0.33962
H  -1.24113  -0.47422  1.68529
H  -0.58747  1.16613  1.76583
H  -2.29138  0.92610  1.41016
H  -2.14561  -1.37156  -0.56357
H  -3.03508  0.11720  -0.88694
H  -1.83820  -0.45782  -2.04990
H  3.14249  0.99728  0.82703
H  1.66837  2.07367  0.57153

Results
HOMO energy	-7.61	eV
HOMO-LUMO gap	8.41	eV

---

Relative energies with respect to the most stable structure, expressed in hartree: run 1 0.0000; run 2 0.1304.

---

Run 1
Formula: C7H15NO
Source: the OMol25 dataset
Level of theory: ωB97M-V/def2-TZVPD

Geometry (Å):
C  1.33710  0.33384  0.18007
C  -1.63987  -0.89738  -0.02245
C  -1.43242  0.19230  -2.05184
C  1.37529  0.07858  -1.39189
C  1.54163  -0.78881  1.17195
C  0.63589  1.56167  0.70645
C  -2.31873  -0.87855  1.30082
N  2.51900  0.54590  -0.63832
O  -1.87140  0.09639  -0.82803
H  2.72531  1.52655  -0.80242
H  -1.23178  -1.81857  -0.42301
H  -1.14096  -0.68712  -2.60685
H  -1.64956  1.12488  -2.54171
H  1.01054  0.77095  -2.14165
H  1.44897  -0.95506  -1.70594
H  0.59680  -1.21778  1.50184
H  2.14554  -1.58155  0.73410
H  2.06065  -0.42075  2.06010
H  -0.34848  1.31183  1.10323
H  0.49545  2.30447  -0.07885
H  1.20802  2.00902  1.52454
H  -1.67650  -1.32595  2.06595
H  -2.53215  0.15108  1.59206
H  -3.25833  -1.43595  1.29182

Results
HOMO energy (spin up / spin down)	-7.02 / -7.18	eV
HOMO-LUMO gap (spin up / spin down)	7.96 / 8.16	eV

---

Run 2
Formula: C7H15NO
Source: the OMol25 dataset
Level of theory: ωB97M-V/def2-TZVPD

Geometry (Å):
C  -1.86664  -0.56748  -1.24532
C  0.47929  -0.44830  -0.58021
C  -0.29289  0.02483  0.42006
C  -2.81483  0.57997  -1.06227
C  1.15524  0.39527  -1.60226
C  1.84123  -0.00566  1.53732
N  1.94232  -1.05856  2.42473
C  2.27718  1.23836  1.75525
O  -2.30591  -1.81238  -0.81166
H  -2.76550  -1.71390  0.03076
H  -1.46068  -0.67551  -2.24606
H  0.63348  -1.51970  -0.63771
H  2.51945  -0.92492  3.25562
H  2.07083  -1.97294  2.02011
H  -0.72268  -0.64210  1.15342
H  -0.47264  1.08432  0.53262
H  -3.74764  0.42675  -1.62448
H  -2.36125  1.50960  -1.41136
H  -3.08652  0.71903  -0.01024
H  0.84326  1.43784  -1.53723
H  2.23359  0.34856  -1.43607
H  0.95606  0.02164  -2.60980
H  2.89765  1.50957  2.61678
H  2.04761  2.04570  1.06800

Results
HOMO energy (spin up / spin down)	-6.72 / -6.08	eV
HOMO-LUMO gap (spin up / spin down)	7.55 / 6.83	eV

---

Relative energies with respect to the most stable structure, expressed in hartree: run 1 0.0000; run 2 0.0569.

---

Run 1
Formula: C3H9N2S
Source: the OMol25 dataset
Level of theory: ωB97M-V/def2-TZVPD

Geometry (Å):
C  -1.35561  0.87693  0.12961
C  0.31615  -1.18456  0.81743
C  -0.74623  -0.26404  0.28507
N  -2.96398  1.77985  -1.10139
N  3.29914  -1.10721  -0.06023
S  -0.81161  -1.87713  -0.39848
H  -2.73281  2.75976  -1.40398
H  -1.23839  1.96612  0.29572
H  1.39271  -1.03708  0.31417
H  0.43912  -1.79752  1.69666
H  -2.93747  1.13893  -1.89751
H  -3.79068  1.80690  -0.48962
H  3.66432  -1.15521  -1.04393
H  3.79438  -1.78569  0.57021
H  3.52673  -0.32166  0.45184

Results
net charge	+1
HOMO energy	-12.92	eV
HOMO-LUMO gap	7.20	eV

---

Run 2
Formula: C3H9N2S
Source: the OMol25 dataset
Level of theory: ωB97M-V/def2-TZVPD

Geometry (Å):
C  0.14263  1.08248  -0.68821
C  0.53527  -1.76401  1.83796
C  -0.57396  -1.41508  1.23649
N  0.82294  2.22095  -0.56795
N  -0.35109  0.71498  -1.89766
S  -1.08480  -0.73154  -2.31353
H  -0.10156  0.46460  0.12208
H  0.95008  -2.75702  2.06958
H  1.00696  -1.02759  2.48451
H  -1.27697  -0.95859  -0.98004
H  -1.08850  -2.13652  0.73698
H  -0.97827  -0.41581  1.56106
H  1.21811  2.61307  0.26413
H  1.28679  2.70247  -1.27291
H  -0.50762  1.40760  -2.59249

Results
net charge	+1
HOMO energy	-13.54	eV
HOMO-LUMO gap	9.21	eV

---

Relative energies with respect to the most stable structure, expressed in hartree: run 1 0.0880; run 2 0.0000.

---

Run 1
Formula: C2H4INS
Source: the OMol25 dataset
Level of theory: ωB97M-V/def2-TZVPD

Geometry (Å):
C  0.44313  -0.12224  -1.08289
C  -0.86200  0.42595  0.89066
N  0.25523  -0.31239  0.23059
S  0.09220  0.61470  -2.42051
I  2.73618  -1.59838  -1.25010
H  -0.54412  1.41024  1.30307
H  -1.50652  0.71097  0.07387
H  -1.35908  -0.14408  1.55870
H  0.74498  -0.98477  0.69662

Results
HOMO energy (spin up / spin down)	-8.48 / -8.48	eV
HOMO-LUMO gap (spin up / spin down)	7.36 / 7.36	eV

---

Run 2
Formula: C2H4INS
Source: the OMol25 dataset
Level of theory: ωB97M-V/def2-TZVPD

Geometry (Å):
C  -0.27269  -0.42701  1.03664
C  0.14834  -1.11424  -0.20643
N  0.48950  2.24480  -0.90586
S  1.53313  -0.96687  -1.02175
I  -1.06648  1.71126  0.22700
H  -1.22665  -0.92665  1.40611
H  0.60475  -0.23009  1.61685
H  -0.59453  -1.82096  -0.51162
H  0.38464  1.52975  -1.64095

Results
HOMO energy (spin up / spin down)	-8.45 / -8.45	eV
HOMO-LUMO gap (spin up / spin down)	6.96 / 6.96	eV

---

Relative energies with respect to the most stable structure, expressed in hartree: run 1 0.0000; run 2 0.1194.

---

Run 1
Formula: C3H12N2O2
Source: the OMol25 dataset
Level of theory: ωB97M-V/def2-TZVPD

Geometry (Å):
C  0.48990  -2.41748  0.60863
C  -0.22637  -1.20461  0.05747
C  -1.01133  -0.42913  0.86691
N  -1.62333  0.67576  0.41595
N  -0.31161  -1.20092  -1.36987
H  0.84723  -2.85490  -0.31621
H  -0.18427  -3.23621  0.91839
H  1.35419  -2.36624  1.37387
H  -1.24939  -0.77395  1.92724
H  -1.23475  1.07659  -0.47215
H  -1.80729  1.37253  1.16810
H  -0.66145  -2.02897  -1.78796
H  -0.74331  -0.39138  -1.87205
H  0.12373  2.18252  -0.63564
H  0.97110  2.99437  0.23020
O  0.23638  3.08246  -0.41950
H  1.36386  0.05214  0.32162
H  2.59588  0.40536  -0.39155
O  1.84559  0.86149  0.04645

Results
2S+1	2
net charge	+1
HOMO energy (spin up / spin down)	-14.10 / -14.75	eV
HOMO-LUMO gap (spin up / spin down)	9.99 / 7.68	eV

---

Run 2
Formula: C3H12N2O2
Source: the OMol25 dataset
Level of theory: ωB97M-V/def2-TZVPD

Geometry (Å):
C  -0.35529  0.53429  -2.75574
C  -0.03323  0.30578  -1.24767
C  1.11601  0.43878  -0.39461
N  1.22194  -0.12929  0.94736
N  -1.17271  -0.04550  -0.38779
H  -1.19576  1.24842  -2.84228
H  -0.79874  -0.33840  -3.27149
H  0.60062  0.69000  -3.32652
H  1.98092  0.91063  -0.91048
H  1.45610  -1.13878  1.04557
H  2.05234  0.20061  1.35037
H  -1.39342  0.79540  0.20300
H  -1.90594  -0.67066  -0.81570
H  0.17922  1.19871  1.85362
H  -0.41315  2.33636  2.42615
O  -0.64198  1.45311  2.23975
H  -0.31657  -1.53105  0.41688
H  -0.16528  -3.22715  0.79199
O  0.04324  -2.31857  0.95399

Results
2S+1	2
net charge	+1
HOMO energy (spin up / spin down)	-14.53 / -15.13	eV
HOMO-LUMO gap (spin up / spin down)	10.23 / 7.60	eV

---

Relative energies with respect to the most stable structure, expressed in hartree: run 1 0.0000; run 2 0.0454.